# 1
{
  "formula": "C25H59ClN7O9",
  "method": "ωB97M-V/def2-TZVPD",
  "orbital_gap_ha": 0.35370,
  "e_lumo_ev": 2.3,
  "spin_multiplicity": 1,
  "charge": -1,
  "species": ["Cl", "C", "O", "C", "C", "O", "C", "H", "H", "H", "H", "H", "H", "H", "H", "H", "H", "C", "C", "O", "N", "C", "H", "H", "H", "H", "H", "H", "H", "C", "C", "O", "N", "C", "H", "H", "H", "H", "H", "H", "H", "C", "C", "O", "N", "C", "H", "H", "H", "H", "H", "H", "H", "C", "C", "O", "N", "C", "H", "H", "H", "H", "H", "H", "H", "C", "C", "O", "N", "C", "H", "H", "H", "H", "H", "H", "H", "C", "C", "O", "N", "C", "H", "H", "H", "H", "H", "H", "H", "C", "C", "O", "N", "C", "H", "H", "H", "H", "H", "H", "H"],
  "positions_angstrom": [[-0.08, -0.45, -0.63], [-0.17, 5.96, 5.82], [0.52, 5.19, 4.86], [-0.35, 4.22, 4.15], [0.34, 3.30, 3.14], [1.40, 2.59, 3.83], [1.93, 1.54, 3.03], [0.33, 6.89, 6.07], [-0.52, 5.34, 6.65], [-1.03, 6.41, 5.34], [-1.24, 4.68, 3.73], [-0.82, 3.49, 4.81], [0.69, 3.95, 2.35], [-0.36, 2.65, 2.62], [2.61, 2.03, 2.33], [1.15, 0.96, 2.54], [2.45, 0.84, 3.68], [-3.83, 0.15, -2.58], [-3.08, -0.27, -3.84], [-3.69, -0.44, -4.88], [-1.74, -0.44, -3.75], [-0.87, -0.74, -4.93], [-3.17, -0.18, -1.78], [-4.85, -0.19, -2.43], [-3.88, 1.24, -2.58], [-1.28, -0.19, -2.89], [-1.19, -1.48, -5.66], [0.10, -1.09, -4.58], [-0.76, 0.17, -5.51], [2.63, 0.49, -3.12], [3.60, 1.61, -2.61], [4.47, 2.03, -3.30], [3.48, 1.95, -1.32], [4.10, 3.06, -0.69], [2.43, 0.57, -4.19], [1.57, 0.58, -2.89], [3.15, -0.44, -2.88], [3.10, 1.20, -0.75], [4.10, 3.96, -1.30], [5.17, 2.83, -0.72], [3.79, 3.14, 0.35], [3.29, -2.36, 0.01], [3.44, -3.86, -0.17], [4.53, -4.42, -0.15], [2.31, -4.58, -0.37], [2.41, -6.06, -0.49], [4.16, -1.89, -0.44], [3.36, -2.23, 1.09], [2.47, -1.93, -0.56], [1.42, -4.11, -0.41], [3.14, -6.58, 0.14], [2.58, -6.53, -1.46], [1.44, -6.36, -0.10], [-2.96, 2.70, 0.02], [-2.87, 1.99, 1.37], [-3.64, 2.30, 2.21], [-2.03, 1.04, 1.45], [-1.97, 0.20, 2.64], [-3.20, 3.76, 0.14], [-3.72, 2.20, -0.57], [-2.00, 2.67, -0.50], [-1.42, 0.84, 0.67], [-2.93, -0.28, 2.84], [-1.60, 0.77, 3.49], [-1.13, -0.49, 2.69], [0.78, -3.86, -3.10], [-0.43, -4.35, -2.35], [-0.90, -5.46, -2.70], [-0.84, -3.60, -1.33], [-1.97, -3.90, -0.52], [1.62, -4.50, -2.82], [1.12, -2.84, -2.95], [0.72, -4.05, -4.18], [-0.50, -2.65, -1.39], [-1.75, -4.72, 0.17], [-2.88, -4.24, -1.02], [-2.15, -3.04, 0.12], [0.49, 3.95, -0.68], [-0.42, 4.05, -1.86], [-1.16, 5.07, -1.90], [-0.47, 3.11, -2.84], [-1.38, 3.15, -3.97], [1.19, 3.14, -0.86], [-0.05, 3.72, 0.24], [1.14, 4.82, -0.57], [-0.13, 2.20, -2.56], [-2.26, 2.55, -3.71], [-0.82, 2.64, -4.76], [-1.68, 4.17, -4.19], [0.62, -3.38, 2.51], [-0.43, -3.68, 3.57], [-0.37, -4.67, 4.28], [-1.49, -2.88, 3.47], [-2.72, -3.01, 4.22], [1.58, -3.00, 2.87], [0.31, -2.65, 1.77], [0.93, -4.31, 2.02], [-1.74, -2.50, 2.57], [-3.28, -2.08, 4.32], [-2.55, -3.29, 5.27], [-3.41, -3.79, 3.88]],
  "mulliken_charge": [-0.64, -0.81, -0.33, -1.02, 0.71, -0.46, -0.22, 0.30, 0.29, 0.32, 0.50, 0.40, 0.23, -0.30, 0.00, 0.10, 0.32, -0.70, 0.64, -0.71, 0.49, -0.80, 0.14, 0.44, 0.11, -0.43, 0.33, 0.14, 0.29, -0.63, 0.33, -0.64, 0.06, -1.05, 0.48, 0.03, 0.23, 0.15, 0.33, 0.42, 0.24, -0.62, 0.71, -0.71, 0.26, -1.06, 0.42, 0.21, -0.06, -0.24, 0.34, 0.34, 0.38, -0.28, 0.76, -0.73, 0.71, -0.84, 0.33, 0.14, -0.30, -0.58, 0.38, 0.22, 0.14, -0.67, 0.81, -0.75, 0.70, -1.06, 0.17, -0.05, 0.38, -0.41, 0.33, 0.36, 0.15, -0.02, 0.43, -0.71, 0.00, -0.82, -0.11, -0.20, 0.55, 0.02, 0.13, 0.26, 0.37, -0.26, 0.36, -0.68, 0.11, -1.04, 0.33, -0.11, 0.20, -0.03, 0.35, 0.37, 0.34]
}

***

# 2
{
  "formula": "C25H59N8O2P2",
  "method": "ωB97M-V/def2-TZVPD",
  "orbital_gap_ha": 0.23715,
  "e_lumo_ev": -2.5,
  "spin_multiplicity": 1,
  "charge": 1,
  "species": ["C", "C", "C", "C", "C", "C", "C", "C", "C", "C", "C", "N", "C", "C", "N", "H", "H", "H", "H", "H", "H", "H", "H", "H", "H", "H", "H", "H", "H", "H", "H", "H", "H", "H", "H", "H", "H", "H", "O", "P", "N", "C", "C", "N", "C", "C", "N", "C", "C", "H", "H", "H", "H", "H", "H", "H", "H", "H", "H", "H", "H", "H", "H", "H", "H", "H", "H", "O", "P", "N", "C", "C", "N", "C", "C", "N", "C", "C", "H", "H", "H", "H", "H", "H", "H", "H", "H", "H", "H", "H", "H", "H", "H", "H", "H", "H"],
  "positions_angstrom": [[-4.75, -6.64, -9.08], [-3.31, -6.88, -9.52], [-2.79, -6.10, -10.71], [-2.58, -7.83, -8.83], [-1.41, -7.52, -7.90], [-1.93, -6.60, -6.78], [-1.10, -6.56, -5.47], [0.15, -7.45, -5.45], [-0.77, -5.08, -5.04], [0.73, -4.76, -4.90], [1.00, -3.32, -4.61], [1.51, -2.49, -5.51], [1.67, -1.24, -4.92], [1.22, -1.35, -3.65], [0.81, -2.66, -3.47], [-5.07, -7.53, -8.54], [-5.38, -6.56, -9.98], [-4.79, -5.75, -8.47], [-3.55, -5.39, -11.02], [-1.81, -5.65, -10.55], [-2.70, -6.83, -11.51], [-2.88, -8.87, -8.93], [-1.05, -8.49, -7.55], [-0.62, -6.98, -8.44], [-2.94, -6.95, -6.53], [-2.06, -5.60, -7.20], [-1.74, -6.93, -4.67], [0.62, -7.45, -4.47], [0.85, -7.13, -6.24], [-0.10, -8.48, -5.68], [-1.21, -4.90, -4.05], [-1.25, -4.36, -5.70], [1.22, -5.34, -4.12], [1.20, -4.97, -5.87], [1.76, -2.73, -6.46], [2.08, -0.37, -5.40], [1.22, -0.57, -2.90], [0.45, -3.08, -2.63], [1.17, 1.39, -0.44], [0.74, 1.45, 1.02], [2.26, 0.88, 1.63], [2.71, -0.48, 1.75], [3.36, 1.83, 1.52], [-0.53, 0.29, 0.89], [-0.54, -1.02, 1.50], [-1.21, 0.24, -0.39], [0.33, 1.80, 2.63], [0.98, 1.37, 3.86], [-1.00, 2.37, 2.86], [3.35, -0.58, 2.63], [3.28, -0.82, 0.87], [1.90, -1.19, 1.90], [3.24, 2.64, 2.25], [3.42, 2.28, 0.52], [4.32, 1.35, 1.72], [0.10, -1.73, 0.95], [-1.55, -1.43, 1.51], [-0.22, -0.99, 2.54], [-0.64, -0.34, -1.13], [-1.37, 1.23, -0.80], [-2.20, -0.22, -0.28], [0.89, 0.29, 4.02], [0.54, 1.86, 4.73], [2.03, 1.64, 3.89], [-1.72, 1.59, 3.12], [-1.36, 2.88, 1.97], [-0.98, 3.12, 3.66], [0.74, 4.74, 5.32], [0.92, 6.01, 6.11], [1.70, 5.38, 7.50], [1.09, 4.82, 8.68], [3.05, 4.89, 7.27], [-0.76, 6.40, 6.27], [-1.50, 6.50, 7.51], [-1.65, 5.86, 5.24], [1.33, 7.61, 6.55], [1.84, 8.09, 7.82], [0.85, 8.67, 5.66], [1.70, 5.05, 9.56], [0.97, 3.73, 8.62], [0.11, 5.23, 8.90], [3.75, 5.73, 7.12], [3.11, 4.24, 6.39], [3.42, 4.32, 8.12], [-1.74, 5.52, 7.93], [-2.44, 7.03, 7.36], [-0.96, 7.09, 8.26], [-1.92, 4.81, 5.43], [-1.19, 5.91, 4.26], [-2.57, 6.44, 5.19], [1.10, 8.00, 8.62], [2.11, 9.15, 7.74], [2.75, 7.58, 8.12], [-0.09, 9.10, 6.03], [0.68, 8.30, 4.66], [1.59, 9.48, 5.58]],
  "mulliken_charge": [-1.39, 0.70, -1.15, -0.92, -0.33, -0.78, 0.79, -1.84, -0.93, -0.23, -0.15, 0.00, -0.75, -0.29, 0.09, 0.38, 0.50, 0.25, 0.39, 0.32, 0.28, 0.36, 0.32, 0.26, 0.30, 0.31, 0.31, 0.45, 0.35, 0.46, 0.36, 0.36, 0.37, 0.28, 0.25, 0.42, 0.61, 0.27, -0.91, 0.92, 0.30, -1.08, -1.11, 0.29, -1.09, -0.84, 0.11, -0.74, -0.87, 0.36, 0.31, 0.32, 0.28, 0.28, 0.41, 0.26, 0.39, 0.23, 0.00, 0.30, 0.40, 0.20, 0.30, 0.22, 0.30, 0.38, 0.10, -0.75, 0.65, 0.30, -1.03, -1.09, 0.26, -1.12, -1.05, 0.00, -0.78, -1.04, 0.37, 0.29, 0.30, 0.31, 0.19, 0.43, 0.35, 0.35, 0.25, 0.28, 0.29, 0.39, 0.21, 0.37, 0.23, 0.32, 0.33, 0.38]
}

***

# 3
{
  "formula": "C25H60BrIO27P6",
  "method": "ωB97M-V/def2-TZVPD",
  "orbital_gap_ha": 0.22202,
  "e_lumo_ev": -3.1,
  "spin_multiplicity": 1,
  "species": ["C", "C", "I", "C", "C", "C", "Br", "C", "O", "O", "C", "O", "H", "H", "H", "H", "H", "H", "C", "O", "P", "O", "O", "C", "O", "C", "H", "H", "H", "H", "H", "H", "H", "H", "H", "C", "O", "P", "O", "O", "C", "O", "C", "H", "H", "H", "H", "H", "H", "H", "H", "H", "C", "O", "P", "O", "O", "C", "O", "C", "H", "H", "H", "H", "H", "H", "H", "H", "H", "C", "O", "P", "O", "O", "C", "O", "C", "H", "H", "H", "H", "H", "H", "H", "H", "H", "C", "O", "P", "O", "O", "C", "O", "C", "H", "H", "H", "H", "H", "H", "H", "H", "H", "C", "O", "P", "O", "O", "C", "O", "C", "H", "H", "H", "H", "H", "H", "H", "H", "H"],
  "positions_angstrom": [[4.93, 2.49, -0.06], [4.34, 1.26, -0.89], [4.19, 1.69, -3.06], [3.00, 0.62, -0.31], [1.70, 1.54, -0.40], [0.41, 0.93, -0.24], [0.01, -0.97, 0.03], [-0.56, 2.21, -0.34], [-1.77, 2.11, -0.60], [0.23, 3.38, -0.01], [1.49, 3.09, -0.66], [2.14, 3.92, -1.33], [4.26, 3.42, -0.04], [5.14, 2.22, 1.05], [5.90, 2.81, -0.60], [5.15, 0.43, -0.83], [2.78, -0.33, -0.91], [3.23, 0.25, 0.77], [-0.11, 5.55, -2.62], [-0.89, 6.06, -3.70], [-0.41, 7.62, -4.25], [-1.71, 7.72, -5.04], [0.78, 6.95, -5.17], [0.47, 5.86, -6.03], [0.09, 9.18, -4.76], [-0.10, 9.54, -6.12], [-0.44, 4.53, -2.40], [0.95, 5.53, -2.88], [-0.26, 6.17, -1.73], [-0.59, 5.83, -6.29], [0.74, 4.92, -5.54], [1.05, 5.96, -6.94], [-1.15, 9.69, -6.34], [0.33, 8.79, -6.79], [0.43, 10.49, -6.29], [-1.14, 3.81, 7.42], [-1.84, 4.47, 6.36], [-0.95, 4.60, 4.89], [-1.96, 5.61, 4.35], [-1.37, 3.07, 4.48], [-2.74, 2.68, 4.52], [0.06, 4.70, 3.51], [-0.55, 4.69, 2.23], [-1.81, 3.71, 8.27], [-0.81, 2.82, 7.10], [-0.27, 4.41, 7.72], [-3.41, 3.54, 4.43], [-2.94, 2.15, 5.46], [-2.93, 2.00, 3.69], [-1.06, 5.64, 2.04], [-1.24, 3.86, 2.12], [0.24, 4.59, 1.49], [-8.56, 6.01, -1.43], [-7.89, 7.20, -1.85], [-6.17, 7.09, -1.86], [-6.05, 8.60, -2.00], [-6.21, 6.36, -3.33], [-6.95, 6.96, -4.39], [-4.47, 6.84, -1.79], [-3.65, 7.56, -2.70], [-9.63, 6.15, -1.54], [-8.25, 5.16, -2.05], [-8.33, 5.80, -0.39], [-7.09, 8.03, -4.24], [-7.93, 6.48, -4.47], [-6.41, 6.80, -5.32], [-3.61, 8.62, -2.43], [-3.99, 7.43, -3.72], [-2.64, 7.16, -2.62], [10.19, -1.77, 1.40], [8.91, -1.55, 0.79], [8.78, -2.14, -0.82], [7.49, -1.35, -1.03], [8.47, -3.65, -0.25], [7.46, -3.84, 0.73], [8.79, -2.75, -2.42], [7.58, -3.23, -2.97], [10.14, -1.43, 2.43], [10.44, -2.83, 1.38], [10.95, -1.19, 0.87], [6.72, -3.03, 0.71], [7.92, -3.89, 1.72], [6.96, -4.78, 0.52], [6.90, -2.41, -3.18], [7.10, -3.96, -2.31], [7.81, -3.73, -3.92], [0.56, -7.03, 3.04], [0.11, -5.72, 3.40], [-0.83, -4.93, 2.20], [-0.69, -3.62, 2.97], [-2.17, -5.75, 2.69], [-2.50, -5.79, 4.07], [-1.76, -4.16, 0.97], [-2.77, -3.25, 1.36], [1.07, -7.47, 3.89], [-0.28, -7.66, 2.75], [1.26, -6.95, 2.20], [-2.07, -4.95, 4.62], [-2.14, -6.72, 4.50], [-3.58, -5.75, 4.16], [-2.33, -2.33, 1.75], [-3.45, -3.69, 2.10], [-3.35, -2.99, 0.47], [0.28, -13.39, 0.38], [-0.14, -12.30, 1.22], [-1.28, -11.24, 0.49], [-1.06, -10.21, 1.59], [-2.50, -12.27, 0.87], [-2.62, -12.75, 2.21], [-2.39, -10.25, -0.36], [-3.39, -9.57, 0.38], [0.93, -14.04, 0.96], [-0.58, -13.96, 0.04], [0.83, -13.00, -0.48], [-2.15, -12.08, 2.93], [-2.18, -13.74, 2.29], [-3.68, -12.83, 2.45], [-2.95, -8.75, 0.95], [-3.94, -10.24, 1.03], [-4.09, -9.13, -0.34]],
  "mulliken_charge": [-1.02, -0.50, 0.02, -0.57, 0.72, -0.32, -0.12, 0.47, -0.55, -0.07, 0.40, -0.47, 0.28, 0.30, 0.34, 0.47, 0.40, 0.32, -0.89, -0.30, 1.20, -0.62, -0.33, -0.63, -0.52, -0.50, 0.11, 0.50, 0.37, 0.33, 0.23, 0.27, 0.22, 0.23, 0.25, -0.74, -0.29, 0.97, -0.62, -0.26, -0.70, -0.47, -0.24, 0.24, 0.33, 0.31, 0.35, 0.27, 0.26, 0.28, 0.11, 0.17, -0.74, -0.29, 0.94, -0.64, -0.29, -0.70, -0.37, 0.00, 0.24, 0.33, 0.31, 0.35, 0.27, 0.27, 0.28, 0.31, -0.29, -0.75, -0.27, 0.88, -0.42, -0.33, -0.60, -0.48, -0.44, 0.24, 0.34, 0.31, 0.29, 0.26, 0.27, 0.22, 0.21, 0.26, -0.65, -0.32, 1.05, -0.61, -0.24, -0.72, -0.43, -0.52, 0.26, 0.29, 0.30, 0.35, 0.25, 0.28, 0.24, 0.23, 0.26, -0.74, -0.28, 0.98, -0.54, -0.32, -0.64, -0.46, -0.38, 0.24, 0.34, 0.31, 0.32, 0.26, 0.27, 0.14, 0.22, 0.26]
}

***

# 4
{
  "formula": "C25H63NO8P2",
  "method": "ωB97M-V/def2-TZVPD",
  "orbital_gap_ha": 0.34308,
  "e_lumo_ev": 0.6,
  "spin_multiplicity": 1,
  "species": ["C", "C", "C", "C", "C", "C", "C", "C", "P", "C", "P", "N", "H", "H", "H", "H", "H", "H", "H", "H", "H", "H", "H", "H", "H", "H", "H", "H", "H", "H", "H", "H", "H", "H", "H", "C", "O", "C", "C", "O", "C", "H", "H", "H", "H", "H", "H", "H", "H", "H", "H", "C", "O", "C", "C", "O", "C", "H", "H", "H", "H", "H", "H", "H", "H", "H", "H", "C", "O", "C", "C", "O", "C", "H", "H", "H", "H", "H", "H", "H", "H", "H", "H", "C", "O", "C", "C", "O", "C", "H", "H", "H", "H", "H", "H", "H", "H", "H", "H"],
  "positions_angstrom": [[-2.55, -4.38, 3.54], [-3.07, -3.64, 2.30], [-2.17, -2.47, 1.88], [-2.22, -1.28, 2.83], [-3.51, -0.47, 2.70], [-4.08, 0.00, 4.05], [-4.97, -1.03, 4.73], [-6.32, -1.19, 4.01], [-7.15, -2.86, 4.01], [-8.78, -2.44, 4.78], [-6.31, -3.79, 5.82], [-6.34, -3.17, 7.25], [-2.36, -5.44, 3.33], [-1.60, -3.97, 3.90], [-3.24, -4.34, 4.38], [-4.07, -3.24, 2.50], [-3.18, -4.33, 1.47], [-2.48, -2.12, 0.88], [-1.14, -2.82, 1.77], [-1.37, -0.63, 2.66], [-2.12, -1.64, 3.86], [-4.26, -1.07, 2.18], [-3.33, 0.40, 2.07], [-4.63, 0.93, 3.92], [-3.24, 0.23, 4.72], [-4.44, -1.99, 4.79], [-5.15, -0.73, 5.76], [-7.05, -0.49, 4.42], [-6.20, -0.94, 2.96], [-9.35, -3.36, 4.98], [-8.68, -1.89, 5.72], [-9.34, -1.84, 4.07], [-6.93, -5.05, 5.69], [-5.04, -4.19, 5.35], [-6.74, -2.24, 7.32], [-2.68, 3.03, 2.74], [-1.62, 2.30, 2.15], [-1.47, 2.52, 0.76], [-0.34, 3.47, 0.45], [-0.59, 4.78, 0.95], [0.09, 5.07, 2.15], [-2.64, 2.84, 3.81], [-2.59, 4.11, 2.56], [-3.65, 2.69, 2.36], [-2.40, 2.91, 0.33], [-1.26, 1.55, 0.29], [-0.22, 3.54, -0.63], [0.60, 3.08, 0.87], [1.17, 5.13, 1.99], [-0.11, 4.32, 2.92], [-0.27, 6.04, 2.49], [-0.24, -1.69, -4.93], [-1.35, -2.29, -4.30], [-1.04, -2.92, -3.07], [-1.36, -2.04, -1.88], [-0.56, -0.87, -1.84], [-1.22, 0.29, -2.31], [-0.60, -1.14, -5.79], [0.29, -1.01, -4.26], [0.48, -2.45, -5.27], [0.02, -3.19, -3.04], [-1.62, -3.84, -3.00], [-1.17, -2.60, -0.96], [-2.42, -1.77, -1.90], [-2.04, 0.57, -1.64], [-1.63, 0.14, -3.31], [-0.49, 1.09, -2.32], [5.03, 1.68, -5.98], [4.51, 2.01, -4.70], [3.10, 2.16, -4.67], [2.42, 0.94, -4.10], [2.60, -0.20, -4.93], [3.57, -1.11, -4.45], [6.08, 1.44, -5.84], [4.51, 0.82, -6.41], [4.95, 2.53, -6.66], [2.72, 2.36, -5.68], [2.87, 3.03, -4.04], [1.34, 1.13, -4.02], [2.80, 0.74, -3.09], [3.23, -1.59, -3.52], [4.53, -0.61, -4.26], [3.70, -1.87, -5.21], [6.87, 1.02, -2.28], [8.17, 0.57, -2.61], [8.85, 1.41, -3.53], [9.87, 2.29, -2.85], [9.27, 3.22, -1.97], [9.33, 2.84, -0.61], [6.50, 0.38, -1.48], [6.88, 2.06, -1.94], [6.19, 0.96, -3.14], [8.13, 2.03, -4.08], [9.36, 0.77, -4.26], [10.41, 2.85, -3.61], [10.59, 1.66, -2.31], [10.36, 2.85, -0.24], [8.91, 1.84, -0.45], [8.74, 3.57, -0.05]],
  "mulliken_charge": [-0.99, -0.04, -0.76, -0.71, -0.09, -1.31, -0.04, -0.79, -0.05, -1.17, 0.31, -0.74, 0.36, 0.34, 0.01, -0.15, 0.50, 0.12, 0.51, 0.32, 0.37, 0.37, 0.07, 0.32, 0.44, -0.05, 0.37, 0.54, 0.42, 0.39, 0.37, 0.37, 0.11, -0.04, 0.26, -0.89, -0.34, 0.07, -0.75, -0.40, -0.65, 0.25, 0.38, 0.38, 0.36, 0.01, 0.34, 0.38, 0.34, 0.25, 0.24, -0.67, -0.41, -0.73, -0.15, -0.32, -0.65, 0.27, 0.23, 0.36, 0.30, 0.43, 0.19, 0.36, 0.38, 0.38, 0.08, -0.68, -0.23, -0.86, -0.04, -0.35, -0.62, 0.16, 0.31, 0.31, 0.42, 0.32, 0.19, 0.32, 0.30, 0.20, 0.25, -0.35, -0.40, -0.27, -0.57, -0.39, -0.71, 0.31, 0.31, -0.07, 0.14, 0.38, 0.38, 0.32, 0.33, 0.32, 0.24]
}

***

> Number 4 is which compound?

C25H63NO8P2